(1)
The following is a DFT calculation (ωB97M-V/def2-TZVPD) of a single C11H10ClNS molecule at a distorted geometry.

Last column: Löwdin charge in e.
Atoms and positions in Å:
C  1.54760  -0.93693  -3.21926  -0.056
C  1.39070  -1.05640  -1.69202  -0.285
C  0.34198  -0.40902  -1.06792  0.016
C  -0.04825  -0.74818  0.24630  -0.198
C  -1.21197  -0.15844  0.88345  -0.441
S  -2.90953  -0.74555  0.88481  0.990
C  -3.53501  0.65154  1.74730  -0.383
C  -2.52947  1.55160  2.00065  -0.127
C  -1.25720  1.07183  1.45273  -0.327
C  -0.06230  2.00444  1.48513  -0.033
C  0.96558  -1.54622  0.88485  -0.084
N  2.11825  -1.90209  0.37320  0.057
C  2.34088  -1.66993  -0.92320  -0.699
Cl  3.94415  -1.98271  -1.48076  0.711
H  2.01421  -1.83627  -3.70997  0.090
H  2.32789  -0.18099  -3.20902  0.067
H  0.67890  -0.46831  -3.72382  0.085
H  -0.43250  0.16901  -1.57222  0.136
H  -4.49609  0.76195  2.03118  0.021
H  -2.74025  2.59182  2.38304  0.128
H  0.58539  2.01211  2.30559  0.058
H  -0.36563  3.03384  1.51161  0.067
H  0.53902  1.79029  0.55932  0.093
H  0.79365  -1.99740  1.84903  0.115

Values from the calculation:
LUMO level ... 0.506 eV
Energy above the lowest of the compared OMol25 structures with the same formula, charge and spin ... 27.27 kcal/mol
HOMO level ... -9.007 eV
SMILES ... Cc1cc(-c2sccc2C)cnc1Cl
E_tot ... -36415.840 eV


(2)
The following is a DFT calculation (ωB97M-V/def2-TZVPD) of a molecular structure, C2H3N3S at a distorted geometry.

Last column: Löwdin charge in e.
Atoms and positions in Å:
C  0.08510  0.24602  -0.00086  -0.255
C  1.46284  -0.17085  -0.00312  -0.075
N  -0.70254  1.16945  0.00032  0.009
N  -2.04800  1.08317  0.00129  -0.138
N  -2.53872  -0.06034  0.00021  -0.535
S  -1.70580  -1.41516  0.00040  0.718
H  1.63834  -0.87596  -0.81186  0.088
H  2.11537  0.69442  -0.12495  0.096
H  1.69341  -0.67073  0.93857  0.093

Values from the calculation:
LUMO level (spin up / spin down) ... -0.028 / -0.029 eV
Energy above the lowest of the compared OMol25 structures with the same formula, charge and spin ... 71.10 kcal/mol
HOMO level (spin up / spin down) ... -9.237 / -9.236 eV
E_tot ... -17424.714 eV


(3)
The following is a DFT calculation (ωB97M-V/def2-TZVPD) of 3 unconnected molecules or ions with the total composition C5H10N2 at a distorted geometry.

Last column: Löwdin charge in e.
Atoms and positions in Å:
C  -0.79013  1.22237  -1.96838  -0.058
N  -0.53016  1.01442  -0.75042  -0.112
C  -1.48033  1.38683  0.24882  -0.150
H  -1.69432  1.69663  -2.31712  0.068
H  -0.06590  0.90145  -2.70581  0.063
H  -2.28490  2.03850  -0.12886  0.076
H  -1.91887  0.46645  0.64879  0.059
H  -0.93604  1.88508  1.05856  0.080
C  -0.61777  -1.99250  -0.40963  -0.110
N  -1.55813  -2.10676  0.21824  0.073
H  0.26088  -1.86358  -0.97185  0.045
C  2.18584  -0.39924  0.69349  -0.100
C  1.68920  -1.14157  1.65933  -0.098
H  3.19902  -0.52758  0.35168  0.043
H  1.60308  0.35558  0.20353  0.012
H  0.64477  -1.01598  1.99186  0.048
H  2.29377  -1.92009  2.17777  0.061

Values from the calculation:
LUMO level ... 0.988 eV
Energy above the lowest of the compared OMol25 structures with the same formula, charge and spin ... 60.42 kcal/mol
HOMO level ... -9.903 eV
SMILES ... C=NC.C#N.C=C
E_tot ... -8324.713 eV


(4)
The following is a DFT calculation (ωB97M-V/def2-TZVPD) of a molecular structure, C25H35BrClGeMnNO7.

Last column: Löwdin spin population.
Atoms and positions in Å:
Mn  0.80879  -0.63337  -0.39142  2.953
C  -2.29226  3.62783  0.22439  0.000
C  -2.10581  2.50344  -0.79627  0.001
C  -3.47580  2.06358  -1.31085  0.000
C  -1.24250  3.02678  -1.94177  0.000
O  -1.46146  1.36395  -0.24467  0.008
Ge  -0.96962  1.18669  1.54327  0.002
O  1.68902  0.91552  1.95025  0.003
C  2.33051  2.08203  2.54257  0.001
C  2.17536  3.34622  1.71822  0.000
C  1.73196  2.26901  3.93219  0.000
C  3.79372  1.66673  2.62591  0.000
O  -0.72366  -0.69469  1.36183  0.020
C  -1.38004  -1.63118  2.22888  0.002
C  -2.49115  -0.96280  3.04174  0.001
C  -2.00289  -2.75156  1.40588  0.000
C  -0.32664  -2.18199  3.18565  0.000
H  -2.76108  4.48655  -0.26218  0.000
H  -2.92453  3.32001  1.05942  0.000
H  -1.32923  3.95510  0.62584  0.000
H  -4.01490  2.89149  -1.77853  0.000
H  -3.36479  1.26745  -2.04933  0.000
H  -4.07608  1.68025  -0.48224  0.000
H  -1.69396  3.91219  -2.39908  0.000
H  -0.25690  3.30142  -1.56307  0.000
H  -1.11036  2.26850  -2.71167  0.000
H  1.13101  3.63992  1.62287  0.000
H  2.71225  4.14980  2.22931  0.000
H  2.60672  3.23138  0.72910  0.001
H  0.68145  2.55502  3.86420  0.000
H  1.79800  1.33570  4.49429  0.000
H  2.27081  3.04487  4.48263  0.000
H  4.18727  1.51424  1.62077  0.000
H  4.38737  2.42475  3.14210  0.000
H  3.87981  0.72566  3.17245  0.000
H  -3.25779  -0.53243  2.39118  0.000
H  -2.97012  -1.71979  3.66741  0.000
H  -2.11036  -0.17538  3.69289  0.000
H  -2.65995  -2.33039  0.64126  0.000
H  -1.24083  -3.35284  0.91857  0.000
H  -2.59474  -3.40746  2.04962  0.000
H  0.09607  -1.36665  3.77689  0.000
H  -0.75720  -2.92529  3.86218  0.000
H  0.48024  -2.65113  2.62350  0.000
O  2.27939  3.28425  -2.46511  0.324
Cl  2.79521  2.12309  -1.72276  0.354
O  4.13420  2.30961  -1.15144  0.316
O  2.41407  -0.52326  -0.60369  0.169
O  0.82151  1.22623  0.84285  0.029
Br  0.83090  -7.32351  -0.22210  0.002
C  0.80571  -5.42155  -0.35645  0.009
C  -0.04679  -4.81500  -1.25860  -0.005
C  -0.06117  -3.42655  -1.34380  -0.003
C  0.75328  -2.63700  -0.53799  -0.105
C  1.63823  -3.28879  0.32356  -0.002
C  1.65899  -4.67363  0.43506  -0.005
H  -0.69755  -5.41261  -1.88354  -0.001
H  -0.73994  -2.97076  -2.05280  -0.001
H  2.32791  -2.70454  0.92055  0.001
H  2.33852  -5.16444  1.11961  -0.001
N  -1.16427  -0.61702  -7.48353  0.008
C  -0.83498  -0.60803  -6.38096  0.002
C  -0.42870  -0.59295  -5.00335  0.016
C  0.92342  -0.62758  -4.66890  -0.007
C  1.30500  -0.61468  -3.33584  0.008
C  0.35318  -0.55205  -2.32045  -0.100
C  -0.99904  -0.52270  -2.67274  0.006
C  -1.39599  -0.54752  -3.99935  -0.007
H  1.66627  -0.67506  -5.45529  -0.001
H  2.35051  -0.67070  -3.06168  0.003
H  -1.74801  -0.46812  -1.89114  0.000
H  -2.44552  -0.52432  -4.26626  -0.001

Values from the calculation:
LUMO level (spin up / spin down) ... 2.480 / 0.986 eV
Net charge ... -1
Energy above the lowest of the compared OMol25 structures with the same formula, charge and spin ... 135.08 kcal/mol
<S²> ... 6.15
HOMO level (spin up / spin down) ... -5.491 / -5.617 eV
2S+1 ... 5
E_tot ... -212711.130 eV


(5)
The following is a DFT calculation (ωB97M-V/def2-TZVPD) of a single C2H6NO2P molecule at a distorted geometry.

Last column: Löwdin charge in e.
Atoms and positions in Å:
C  -0.34041  0.80732  1.32777  -0.149
P  0.33935  -0.37766  0.18084  0.587
C  -0.70467  -0.57072  -1.36149  -0.165
O  0.82457  -1.68863  0.74006  -0.363
N  1.89062  0.07168  -0.57054  -0.133
O  2.60125  0.87492  -0.02040  -0.044
H  -1.34044  0.97102  0.83544  0.065
H  -0.63416  0.43405  2.28790  0.057
H  0.30863  1.57961  1.43579  0.006
H  -0.04367  -0.68894  -2.23372  0.050
H  -1.27471  -1.49156  -1.35586  0.036
H  -1.62636  0.07891  -1.26579  0.055

Values from the calculation:
LUMO level (spin up / spin down) ... -0.568 / -0.567 eV
Energy above the lowest of the compared OMol25 structures with the same formula, charge and spin ... 72.75 kcal/mol
HOMO level (spin up / spin down) ... -8.984 / -8.985 eV
SMILES ... CP(C)(=O)N=O
E_tot ... -17042.612 eV